ORCA calculation (wB97M-V/def2-TZVPD) on a 2-piece molecular cluster, C3H10N2O2 overall in a non-equilibrium geometry.

Geometry as XYZ:
```
17
Properties=species:S:1:pos:R:3:mulliken_charge:R:1
O -1.67200 2.81418 -0.27534 -0.629
O 1.54424 -1.40595 -0.32807 -0.598
N -0.07225 -0.62451 1.16178 -0.162
N 0.45940 0.75214 -2.03508 -0.454
C 0.81850 -1.07311 2.25299 -0.874
C -0.29256 -0.32674 -1.29526 -0.582
C 0.49332 -0.87570 -0.05004 0.535
H -1.22973 -0.07388 -1.07496 0.297
H -0.92330 -0.14160 1.37407 0.213
H -0.61098 -1.18809 -1.97184 0.291
H -1.69326 2.13901 -1.11536 0.343
H 0.80478 0.34453 -2.88474 0.217
H 0.19579 -1.93200 2.67852 0.301
H 1.21019 -0.34152 2.98426 0.315
H -1.89824 2.00486 0.18888 0.289
H 1.82077 -1.33396 1.87885 0.289
H 1.04532 1.26235 -1.48868 0.209
```

Summary:
- HOMO-LUMO gap: 0.3592 Ha
- ΔE to the lowest compared entry with this formula, charge and spin: 278.9 kJ/mol
- Total energy: -10346.597 eV

=====

ORCA calculation (wB97M-V/def2-TZVPD) on one molecule with the formula C4H10NOP in a non-equilibrium geometry.

Geometry as XYZ:
```
17
Properties=species:S:1:pos:R:3:mulliken_charge:R:1
P -0.38850 -0.86246 -0.51535 0.956
O 0.60849 -0.42603 -1.69774 -0.577
N -0.34329 0.60956 0.44623 -0.558
C 0.05545 -2.39299 0.15981 -1.086
C -2.04302 -0.63269 -1.19594 -1.064
C 1.21748 2.09849 1.54705 -0.996
C 0.70510 1.33343 0.46530 0.127
H -2.73954 -0.72766 -0.46525 0.370
H -2.01017 0.39449 -1.49268 0.313
H 1.10995 -2.42380 0.56828 0.278
H -0.47433 -2.59547 1.07698 0.306
H 1.34573 1.26245 -0.46943 0.334
H 1.59543 1.56751 2.37451 0.306
H 0.52041 2.89144 1.83446 0.266
H 2.07862 2.60789 1.20534 0.352
H -2.32349 -1.39158 -1.91987 0.328
H 1.08569 -1.31260 -1.92170 0.344
```

Summary:
- HOMO-LUMO gap: 0.3228 Ha
- ΔE to the lowest compared entry with this formula, charge and spin: 208.4 kJ/mol
- Total energy: -17134.809 eV

=====

ORCA calculation (wB97M-V/def2-TZVPD) on one molecule with the formula C22H29N3O3S in a non-equilibrium geometry.

Geometry as XYZ:
```
58
Properties=species:S:1:pos:R:3:mulliken_charge:R:1
S -2.45754 1.31820 0.74473 1.595
O -2.43965 0.96604 2.13485 -0.750
O 2.26279 0.58781 -1.57302 -0.678
O -2.57812 2.71566 0.41713 -0.770
N 3.56394 0.74548 0.25530 -0.083
N -1.16172 0.63028 -0.04404 0.100
N -2.91689 -1.61449 0.57112 -0.242
C -5.03327 -1.55438 -0.61089 0.986
C -0.59068 1.41324 -1.11641 -1.059
C -4.07354 -3.64682 0.05878 -0.773
C 5.87662 -2.29262 0.27368 -0.875
C -3.90660 -0.91805 -0.01328 -0.194
C 6.98615 0.04526 -1.21375 -0.787
C -4.81831 1.22698 -0.64692 -0.226
C 4.64122 -0.09393 -0.23643 -0.167
C 1.43882 1.86543 0.32649 0.123
C -0.17460 -0.01000 0.79207 -1.174
C 5.93264 0.72487 -0.33798 -0.750
C 7.26471 -1.75526 0.62629 -0.607
C -3.00298 -2.91372 0.60388 -0.106
C 0.37709 2.47634 -0.59375 -1.231
C -6.02915 -0.76608 -1.22326 -0.747
C -5.08770 -2.96296 -0.55379 -0.615
C 7.92261 -0.90877 -0.46690 -0.747
C 2.43945 1.00585 -0.44735 0.067
C 0.76116 1.02303 1.41921 -0.717
C -3.84048 0.48797 -0.04677 -0.176
C 4.75252 -1.33139 0.65678 -0.731
C -5.92200 0.59721 -1.24537 -0.755
H 8.38290 -1.57093 -1.20365 0.329
H 7.18802 -1.17266 1.54657 0.317
H 4.90017 -1.01006 1.69242 0.328
H 1.50540 0.51948 2.04005 0.544
H -4.08028 -4.72380 0.12519 0.368
H -0.19721 3.21700 -0.03458 0.525
H -1.41510 1.88896 -1.64852 0.411
H -2.18072 -3.42698 1.08606 0.448
H 3.79740 -1.86058 0.61026 0.342
H 3.66657 1.12090 1.18477 0.382
H 5.66862 1.68525 -0.78723 0.419
H 0.16090 1.67645 2.05610 0.443
H -5.92964 -3.47873 -0.99506 0.402
H -0.72182 -0.55588 1.55936 0.510
H -4.72276 2.30167 -0.64627 0.554
H -0.06498 0.73206 -1.78984 0.639
H 6.33484 0.92354 0.65687 0.355
H 7.93137 -2.59373 0.84038 0.368
H 6.47361 -0.49145 -2.01370 0.383
H 8.72866 -0.33345 -0.00522 0.315
H 2.00198 2.67836 0.80169 0.455
H 4.33316 -0.39565 -1.24337 0.346
H 0.86084 2.96572 -1.44031 0.446
H -6.87806 -1.26173 -1.67292 0.390
H 0.38510 -0.71394 0.16910 0.529
H 7.60276 0.80972 -1.69114 0.368
H 5.82185 -2.52749 -0.78949 0.366
H 5.71486 -3.22313 0.82277 0.402
H -6.68475 1.19880 -1.71594 0.405
```

Summary:
- HOMO-LUMO gap: 0.3197 Ha
- ΔE to the lowest compared entry with this formula, charge and spin: 188.0 kJ/mol
- Total energy: -44733.626 eV

=====

ORCA calculation (wB97M-V/def2-TZVPD) on a 2-piece molecular cluster, C5H11O4 overall in a non-equilibrium geometry.

Geometry as XYZ:
```
20
Properties=species:S:1:pos:R:3:mulliken_charge:R:1
O 1.07130 5.52874 1.60035 -0.493
O -0.21800 -1.35351 -1.41947 -0.802
O -1.38766 -3.37815 -1.66757 -0.273
O 1.01140 2.03414 1.27486 -0.362
C 0.56935 0.94800 0.42661 -0.585
C -0.46819 -4.36179 -1.29257 -0.620
C 0.69764 3.30282 0.79086 -0.305
C 0.77567 4.38455 1.84610 0.030
C -1.20322 -2.11239 -0.96258 -0.298
H 1.43592 3.56588 0.01469 0.271
H -1.07253 -2.40238 0.11868 0.142
H -0.30194 3.33589 0.31631 0.284
H -0.74182 -5.30002 -1.79270 0.221
H -0.49333 -4.53333 -0.19829 0.256
H 0.57041 4.04922 2.89060 0.323
H 0.93738 1.12122 -0.59904 0.284
H -2.22044 -1.65865 -1.06070 0.175
H 0.56715 -4.09705 -1.57399 0.230
H -0.53261 0.89059 0.43464 0.280
H 1.00352 0.03624 0.85323 0.243
```

Summary:
- Total charge: -1
- HOMO-LUMO gap: 0.2169 Ha
- ΔE to the lowest compared entry with this formula, charge and spin: 317.3 kJ/mol
- Total energy: -13551.748 eV

=====

ORCA calculation (wB97M-V/def2-TZVPD) on a 3-piece molecular cluster, C3H14N2O2 overall in a non-equilibrium geometry.

Geometry as XYZ:
```
21
Properties=species:S:1:pos:R:3:mulliken_charge:R:1
O 0.83952 -3.37572 -1.46531 -0.613
O 2.74748 1.68292 -1.43664 -0.638
N -2.43981 1.90453 -0.04334 -0.540
N 1.09880 -0.97579 0.97562 -0.440
C 0.02636 -0.35783 0.18530 0.053
C -0.71095 0.52541 1.10536 -0.789
C -2.25232 0.95170 1.06697 -0.503
H -3.44842 1.99075 -0.34380 0.211
H -0.35342 1.70754 1.25565 0.228
H 3.02617 1.26926 -0.57744 0.317
H 1.32215 -2.56158 -1.60008 0.308
H 0.41431 0.18487 -0.65614 0.071
H 1.99990 -0.46860 1.00195 0.144
H -0.63250 -1.23673 -0.20092 0.261
H -1.87174 1.72517 -0.78317 0.181
H -2.89980 0.10662 0.97930 0.337
H -0.69070 0.40976 2.21418 0.338
H 0.95950 -3.66855 -0.66386 0.277
H 2.18166 1.00017 -1.92932 0.319
H -2.57696 1.45305 2.03139 0.272
H 0.88236 -1.58618 1.81615 0.205
```

Summary:
- HOMO-LUMO gap: 0.3512 Ha
- ΔE to the lowest compared entry with this formula, charge and spin: 288.8 kJ/mol
- Total energy: -10410.798 eV

=====

ORCA calculation (wB97M-V/def2-TZVPD) on a 2-piece molecular cluster, H3NO2 overall in a non-equilibrium geometry.

Geometry as XYZ:
```
6
Properties=species:S:1:pos:R:3:mulliken_charge:R:1
O 0.57735 -1.65294 -1.67662 0.009
O 1.37275 -2.32557 -2.30537 -0.017
N -0.49929 1.26966 1.06244 -0.685
H -0.78197 0.70316 1.85216 0.220
H -1.11356 1.02721 0.27419 0.235
H 0.44472 0.97848 0.79319 0.238
```

Summary:
- HOMO-LUMO gap: 0.2855 Ha
- ΔE to the lowest compared entry with this formula, charge and spin: 217.4 kJ/mol
- Total energy: -5628.578 eV

=====

ORCA calculation (wB97M-V/def2-TZVPD) on one molecule with the formula C4H10N2O in a non-equilibrium geometry.

Geometry as XYZ:
```
17
Properties=species:S:1:pos:R:3:mulliken_charge:R:1
O -0.24889 -0.14598 -2.80281 -0.612
N 1.41194 -0.37230 1.45327 -0.565
N 0.16528 1.63505 1.37471 -0.424
C 0.14217 0.23180 1.20823 -0.352
C -0.00080 0.52582 -1.27842 -0.411
C -1.12849 -1.60685 -0.37896 -0.853
C -0.52486 -0.44402 -0.38816 0.555
H -1.32225 -2.13232 0.54749 0.274
H 2.13777 -0.01882 0.83947 0.227
H -0.52540 1.48366 -1.24947 0.240
H 1.08542 0.58968 -1.32045 0.242
H -0.60415 -0.20777 1.87037 0.382
H -1.34137 -2.13826 -1.29472 0.331
H 0.93275 2.09709 0.90345 0.185
H 1.37871 -1.37965 1.36033 0.304
H -1.19165 -0.09941 -3.00413 0.284
H -0.36619 1.98226 2.15981 0.193
```

Summary:
- HOMO-LUMO gap: 0.3382 Ha
- ΔE to the lowest compared entry with this formula, charge and spin: 397.8 kJ/mol
- Total energy: -9334.865 eV

=====

ORCA calculation (wB97M-V/def2-TZVPD) on an isolated ion of composition C5H10N3 and charge +1 in a non-equilibrium geometry.

Geometry as XYZ:
```
18
Properties=species:S:1:pos:R:3:mulliken_charge:R:1
N -0.94680 1.47718 1.63226 -0.575
N 0.44884 -1.09615 0.38628 0.084
N 0.01536 -2.42284 -1.23038 -0.023
C 0.17372 -0.29789 -0.69891 0.441
C -0.11742 -1.13346 -1.72494 -0.744
C -0.00586 1.17289 -0.60549 -0.457
C 0.20357 1.79518 0.77419 -0.898
C 0.35757 -2.37804 0.03940 -0.135
H -0.29296 -0.97431 -2.76419 0.419
H 1.06375 1.37921 1.31220 0.389
H -0.62439 1.41777 2.59851 0.243
H 0.64584 -3.18995 0.68853 0.398
H 0.01924 -3.26633 -1.78497 0.247
H -1.56178 2.28756 1.71074 0.243
H -1.00000 1.47668 -0.94908 0.320
H 0.60151 -0.79398 1.33743 0.215
H 0.43082 2.81878 0.61449 0.426
H 0.58901 1.72769 -1.33608 0.408
```

Summary:
- Total charge: +1
- HOMO-LUMO gap: 0.3850 Ha
- ΔE to the lowest compared entry with this formula, charge and spin: 36.0 kJ/mol
- Total energy: -9811.375 eV